Record 1
5
Properties=species:S:1:pos:R:3 method="wB97M-V/def2-TZVPD" energy_ev=-24232.74104 relative_energy_kj_mol=238.8 spin_multiplicity=1
P -0.570 -0.848 0.754
O -1.565 -1.061 -0.591
H 0.538 -0.124 0.326
S -2.621 0.267 -0.300
O -1.652 0.730 0.952

Record 2
8
Properties=species:S:1:pos:R:3 method="wB97M-V/def2-TZVPD" total_charge=-1 energy_ev=-31924.56007 smiles="O=S12=S([O-])(O)(O1)O2" relative_energy_kj_mol=119.0 spin_multiplicity=1
O 0.518 -0.870 -1.606
O -1.555 1.380 0.768
O -1.574 -1.111 0.188
O 2.580 0.120 -1.001
S 1.580 -0.839 -0.563
O 0.582 0.070 0.697
H -1.403 1.167 1.713
S -0.728 0.082 -0.196

Record 3
8
Properties=species:S:1:pos:R:3 method="wB97M-V/def2-TZVPD" total_charge=-1 energy_ev=-31923.98369 relative_energy_kj_mol=174.6 spin_multiplicity=1
O 0.586 -2.696 -0.703
H 2.540 0.086 -0.178
S 0.293 -1.565 0.204
O -2.159 1.836 -0.899
O -0.561 -0.502 -0.447
S -1.069 1.466 0.027
O -1.583 1.186 1.406
O 1.953 0.189 0.590

Record 4
2
Properties=species:S:1:pos:R:3 method="wB97M-V/def2-TZVPD" total_charge=-1 energy_ev=-12519.14144 relative_energy_kj_mol=0.5 spin_multiplicity=2
Na 12.141 17.476 -3.549
I 11.403 18.885 -1.016

Record 5
4
Properties=species:S:1:pos:R:3 method="wB97M-V/def2-TZVPD" energy_ev=-37877.93339 relative_energy_kj_mol=480.5 spin_multiplicity=1
V -9.578 -18.892 -5.217
O -10.036 -17.841 -4.333
O -9.192 -20.266 -4.490
I -14.425 -16.663 -6.031

Record 6
3
Properties=species:S:1:pos:R:3 method="wB97M-V/def2-TZVPD" energy_ev=-28223.91997 relative_energy_kj_mol=110.2 spin_multiplicity=1
I -1.248 1.005 1.527
S 0.805 0.115 -1.450
P 0.443 -1.119 -0.077

Record 7
2
Properties=species:S:1:pos:R:3 method="wB97M-V/def2-TZVPD" total_charge=+2 energy_ev=-33764.50074 relative_energy_kj_mol=0.0 spin_multiplicity=5
V 0.689 0.542 1.115
I -0.689 -0.542 -1.115

Record 8
2
Properties=species:S:1:pos:R:3 method="wB97M-V/def2-TZVPD" total_charge=+3 energy_ev=-9103.81119 relative_energy_kj_mol=0.0 spin_multiplicity=2
Y -0.781 1.232 0.164
I 0.781 -1.232 -0.164

Record 9
26
Properties=species:S:1:pos:R:3 method="wB97M-V/def2-TZVPD" total_charge=-1 energy_ev=-63656.73782 spin_multiplicity=2
O 0.705 -1.894 -2.293
Sr 1.803 1.364 -1.791
O -1.386 -1.209 -0.028
O 0.039 -0.349 5.073
N -2.662 2.043 -4.139
Sr 1.280 -1.520 1.470
O -1.173 -2.359 4.866
O -1.056 -0.844 2.851
O -2.062 2.923 -4.422
N 1.781 3.007 2.083
O 0.780 3.074 2.665
N -0.817 -0.207 -0.495
Sr -1.245 -1.578 -3.614
O 2.984 -1.966 -2.517
O 2.014 2.290 1.026
S 1.935 -1.931 -1.550
O 2.167 -0.757 -0.719
O -0.873 0.162 -1.655
O -3.939 2.191 -4.235
Li -2.891 -1.006 1.650
O 1.791 -3.185 -0.762
O 2.769 3.727 2.448
O -2.155 0.938 -4.050
O 0.711 -2.046 3.698
S -0.485 -1.356 4.168
O -0.016 0.489 0.274

Record 10
2
Properties=species:S:1:pos:R:3 method="wB97M-V/def2-TZVPD" energy_ev=-2981.03487 smiles=N#N relative_energy_kj_mol=4.2 spin_multiplicity=1
N 0.413 -0.276 -0.251
N -0.413 0.276 0.251

Record 11
2
Properties=species:S:1:pos:R:3 method="wB97M-V/def2-TZVPD" energy_ev=-2978.59676 smiles=N#N relative_energy_kj_mol=239.4 spin_multiplicity=1
N 0.000 0.000 -0.657
N 0.000 0.000 0.657

Record 12
23
Properties=species:S:1:pos:R:3 method="wB97M-V/def2-TZVPD" total_charge=+5 energy_ev=-57431.60226 relative_energy_kj_mol=320.4 spin_multiplicity=2
O 14.775 1.765 23.152
N 14.868 0.804 22.320
O 22.310 2.295 24.720
O 15.101 -0.228 22.919
Sr 21.984 3.848 22.470
Sr 19.326 0.226 19.524
O 18.872 1.621 21.607
S 18.770 1.995 23.031
Sr 16.503 1.609 25.306
O 15.367 -0.337 25.914
O 23.808 0.547 24.645
O 18.603 0.955 24.055
O 15.429 1.137 21.218
O 17.269 -1.409 25.216
O 21.720 0.389 24.567
O 17.466 2.575 23.273
N 22.751 1.146 24.530
Sr 19.625 -1.087 24.428
O 19.975 2.811 23.071
S 15.876 -1.715 25.750
Sr 16.126 3.635 21.491
O 14.911 -2.431 24.856
O 15.958 -2.425 27.040

Record 13
5
Properties=species:S:1:pos:R:3 method="wB97M-V/def2-TZVPD" energy_ev=-32390.27184 smiles=P#[N+][S-].N#P relative_energy_kj_mol=292.7 spin_multiplicity=1
P -1.670 0.095 -0.287
N 1.931 0.438 0.094
N -2.298 -1.181 0.037
P 1.254 1.803 0.276
S 2.555 -0.894 -0.293

Record 14
10
Properties=species:S:1:pos:R:3 method="wB97M-V/def2-TZVPD" energy_ev=-26033.43445 relative_energy_kj_mol=77.0 spin_multiplicity=1
N 0.403 -1.467 -0.121
P 0.194 -0.023 0.952
N 1.472 1.025 0.182
O 2.566 0.565 0.386
O -0.649 -2.064 -0.207
O 1.464 -1.743 -0.599
N -1.961 0.503 0.027
O -1.862 0.934 -1.055
O 1.160 2.044 -0.362
O -2.787 0.225 0.798

Record 15
3
Properties=species:S:1:pos:R:3 method="wB97M-V/def2-TZVPD" total_charge=-1 energy_ev=-5580.22535 relative_energy_kj_mol=298.3 spin_multiplicity=1
N -0.424 -0.475 0.000
O -1.268 0.367 0.000
O 1.772 0.171 0.000

Record 16
8
Properties=species:S:1:pos:R:3 method="wB97M-V/def2-TZVPD" total_charge=+3 energy_ev=-10228.43776 relative_energy_kj_mol=130.4 spin_multiplicity=1
O -0.686 -0.640 -0.267
N -0.349 0.255 0.580
Rb 3.688 0.714 -0.025
O -1.207 0.922 1.121
Rb -3.577 -0.015 -0.218
Rb -0.070 0.879 -2.721
O 0.871 0.475 0.794
Rb 1.329 -2.589 0.738

Record 17
6
Properties=species:S:1:pos:R:3 method="wB97M-V/def2-TZVPD" total_charge=-2 energy_ev=-18967.62307 smiles="O=NP(=O)([O-])[O-]" relative_energy_kj_mol=21.5 spin_multiplicity=1
O -0.891 1.174 -0.491
O -1.125 -0.461 1.435
O 2.016 0.255 -0.470
P -0.537 -0.183 0.129
O -0.549 -1.298 -0.907
N 1.085 0.514 0.304

Record 18
6
Properties=species:S:1:pos:R:3 method="wB97M-V/def2-TZVPD" total_charge=-1 energy_ev=-20511.76913 relative_energy_kj_mol=293.0 spin_multiplicity=1
O 0.006 0.409 1.716
O 1.407 1.413 -2.057
O -1.436 -1.142 1.241
N -0.449 -0.452 0.986
O 0.163 -0.683 -0.140
S 0.309 0.455 -1.746

Record 19
7
Properties=species:S:1:pos:R:3 method="wB97M-V/def2-TZVPD" total_charge=+1 energy_ev=-31334.85387 relative_energy_kj_mol=153.0 spin_multiplicity=1
O 0.010 0.380 0.859
S -1.283 0.017 0.253
O -2.457 -0.159 0.987
O -1.251 0.224 -1.129
S 1.542 -0.129 -0.163
O 2.479 0.841 0.101
N 0.961 -1.175 -0.909

Record 20
7
Properties=species:S:1:pos:R:3 method="wB97M-V/def2-TZVPD" total_charge=-1 energy_ev=-22559.52446 relative_energy_kj_mol=20.4 spin_multiplicity=3
O 0.396 -0.841 -1.878
O 0.165 0.935 -0.150
O -1.696 -0.538 -0.797
O 0.715 1.102 2.019
N 0.600 1.631 0.929
O 0.150 -1.550 0.479
S -0.330 -0.740 -0.603

Number 1: strongest force on any atom 3.5 eV/Å, molar mass 96.0 g mol⁻¹. Number 2: strongest force on any atom 6.1 eV/Å, molar mass 145.1 g mol⁻¹. Number 3: strongest force on any atom 3.7 eV/Å, molar mass 145.1 g mol⁻¹. Number 4: strongest force on any atom 0.1 eV/Å, molar mass 149.9 g mol⁻¹. Number 5: strongest force on any atom 8.5 eV/Å, molar mass 209.8 g mol⁻¹. Number 6: strongest force on any atom 2.6 eV/Å, molar mass 189.9 g mol⁻¹. Number 7: strongest force on any atom 0.3 eV/Å, molar mass 177.8 g mol⁻¹. Number 8: strongest force on any atom 0.0 eV/Å, molar mass 215.8 g mol⁻¹. Number 9: strongest force on any atom 13.6 eV/Å, molar mass 647.9 g mol⁻¹. Number 10: strongest force on any atom 3.5 eV/Å, molar mass 28.0 g mol⁻¹. Number 11: strongest force on any atom 17.0 eV/Å, molar mass 28.0 g mol⁻¹. Number 12: strongest force on any atom 7.2 eV/Å, molar mass 754.2 g mol⁻¹. Number 13: strongest force on any atom 3.3 eV/Å, molar mass 122.0 g mol⁻¹. Number 14: strongest force on any atom 4.3 eV/Å, molar mass 169.0 g mol⁻¹. Number 15: strongest force on any atom 1.5 eV/Å, molar mass 46.0 g mol⁻¹. Number 16: strongest force on any atom 1.0 eV/Å, molar mass 403.9 g mol⁻¹. Number 17: strongest force on any atom 4.5 eV/Å, molar mass 109.0 g mol⁻¹. Number 18: strongest force on any atom 1.2 eV/Å, molar mass 110.1 g mol⁻¹. Number 19: strongest force on any atom 3.1 eV/Å, molar mass 142.1 g mol⁻¹. Number 20: strongest force on any atom 4.3 eV/Å, molar mass 126.1 g mol⁻¹.